# 1
# C2Br2F2O

C2Br2F2O as an isolated structure (ωB97M-V with the def2-TZVPD basis set, OMol25).

XYZ file:
```
7
Properties=species:S:1:pos:R:3:forces:R:3
C -0.780 0.441 0.356 -1.596 -0.508 0.809
C 0.546 0.120 -0.326 1.924 -1.606 -1.059
O -1.392 1.435 0.498 1.101 -0.703 -0.189
F 1.457 1.069 -0.611 -1.520 0.109 0.327
F 0.146 -0.438 -1.517 0.510 0.524 0.895
Br -1.559 -1.396 0.870 -0.307 1.389 -0.235
Br 1.583 -1.231 0.728 -0.112 0.795 -0.548
```
Positions in Å, forces in eV/Å.

Energy   -149640.345 eV
2S+1   1
Energy above the lowest of the compared OMol25 structures with the same formula, charge and spin   9.8 kcal per mole

=====

# 2
# C2H8AlAsN2O4S5

C2H8AlAsN2O4S5 as an isolated structure (ωB97M-V with the def2-TZVPD basis set, OMol25).

XYZ file:
```
23
Properties=species:S:1:pos:R:3:forces:R:3
Al -0.030 -0.536 -0.201 0.835 1.222 0.015
N 1.060 0.872 1.040 0.033 -0.276 -0.006
C 0.842 2.281 0.743 -0.110 0.055 -0.118
C -0.626 2.477 0.377 0.182 -0.132 0.079
N -0.957 1.508 -0.660 -0.478 -0.201 0.084
H 0.743 0.623 1.971 0.003 0.010 0.002
H 2.068 0.650 0.967 -0.023 -0.039 -0.029
H 1.470 2.522 -0.118 0.027 -0.011 0.017
H 1.130 2.939 1.571 -0.008 0.007 -0.011
H -0.820 3.513 0.076 0.015 0.016 0.028
H -1.249 2.247 1.245 -0.035 0.021 -0.025
H -0.700 1.830 -1.584 0.127 -0.106 -0.010
H -1.948 1.261 -0.635 0.000 0.143 -0.065
O -3.334 0.090 0.137 0.038 -0.007 0.027
S -2.399 -1.007 0.397 -1.098 -0.166 -0.067
O -3.034 -2.193 0.911 0.071 -0.064 0.018
O -1.585 -1.281 -0.875 -0.271 -0.033 0.151
O -1.270 -0.512 1.287 0.054 -0.038 -0.007
S 4.079 0.089 0.066 -0.078 0.182 0.170
As 2.766 -1.237 -0.994 0.744 -0.347 -0.006
S 1.357 -2.229 0.422 0.209 -0.038 -0.063
S 1.264 -0.076 -2.099 -0.161 -0.015 -0.054
S 3.851 -2.582 -2.200 -0.076 -0.184 -0.128
```
Positions in Å, forces in eV/Å.

Energy   -134995.925 eV
Net charge   -2
2S+1   1
Energy above the lowest of the compared OMol25 structures with the same formula, charge and spin   0.0 kcal per mole

=====

# 3
# C3H8N3S

An isolated ion of composition C3H8N3S and charge +1 (ωB97M-V with the def2-TZVPD basis set, OMol25).

XYZ file:
```
15
Properties=species:S:1:pos:R:3:forces:R:3
C -0.109 -1.042 -0.944 -1.960 2.785 1.071
C 1.059 -0.294 0.950 2.375 2.281 -1.672
C -0.507 1.294 -0.078 0.595 0.353 -2.003
N 0.879 0.281 2.259 3.658 -4.489 -0.692
N -0.031 -0.040 -0.060 2.051 -3.902 -0.259
N -0.942 -1.246 -1.938 0.819 -2.487 -0.366
S 1.789 -0.343 3.522 -0.859 0.704 -0.751
H 1.983 0.193 0.457 -1.199 -0.193 0.687
H 1.384 -1.302 0.884 -0.405 -1.378 0.658
H -1.262 1.400 0.594 -2.293 0.354 2.003
H 0.241 2.020 0.105 1.204 0.399 0.490
H -0.856 1.556 -1.034 -0.763 0.188 -1.343
H 0.159 0.863 2.326 -3.489 3.091 1.126
H -1.721 -0.655 -2.200 -0.054 0.286 0.311
H -0.964 -2.216 -2.391 0.321 2.007 0.739
```
Positions in Å, forces in eV/Å.

Energy   -18535.062 eV
Net charge   +1
2S+1   1
Energy above the lowest of the compared OMol25 structures with the same formula, charge and spin   102.5 kcal per mole
Structure (SMILES)   C[N+](=C=[NH2+])CN[S-]

=====

# 4
# CHN4S2

An isolated ion of composition CHN4S2 and charge -1 (ωB97M-V with the def2-TZVPD basis set, OMol25).

XYZ file:
```
8
Properties=species:S:1:pos:R:3:forces:R:3
C 1.596 0.003 0.072 -0.298 0.475 -0.004
N 1.142 -0.579 -1.043 0.395 -0.431 -0.286
N -0.118 -0.267 -1.115 -0.608 -0.264 -0.289
N 0.662 0.718 0.673 -0.350 -0.561 0.864
N -0.411 0.467 -0.074 0.174 -0.265 -0.140
S -3.291 -0.911 0.537 0.430 -0.168 -0.085
S -2.158 0.728 0.473 -0.006 0.926 0.022
H 2.576 -0.160 0.476 0.262 0.286 -0.082
```
Positions in Å, forces in eV/Å.

Energy   -28684.116 eV
Net charge   -1
2S+1   1
Energy above the lowest of the compared OMol25 structures with the same formula, charge and spin   6.7 kcal per mole
Structure (SMILES)   [S-]Sn1ncnn1

=====

# 5
# C12H23NO3P2Pt

C12H23NO3P2Pt as an isolated structure (ωB97M-V with the def2-TZVPD basis set, OMol25).

XYZ file:
```
42
Properties=species:S:1:pos:R:3:forces:R:3
Pt -0.666 1.567 2.645 2.855 -0.867 1.225
O 1.345 -1.767 -0.495 0.668 -0.733 -0.134
C 2.235 -2.133 -1.256 0.002 0.730 0.000
O 1.041 0.359 -1.972 0.110 0.537 0.036
C 2.009 -0.057 -2.537 0.342 -0.916 -0.425
O 2.611 0.553 -3.571 0.278 -0.720 0.195
N 2.670 -1.303 -2.294 -0.772 0.576 0.336
C 3.611 -0.330 -4.156 0.351 0.474 -0.477
C 3.694 -1.586 -3.305 -0.142 -0.590 0.381
H 4.578 0.192 -4.163 -0.490 0.003 -0.203
H 3.284 -0.597 -5.165 0.142 0.414 0.133
H 4.693 -1.742 -2.870 -0.395 0.196 0.018
H 3.452 -2.487 -3.898 -0.029 0.429 0.310
C 2.941 -3.437 -1.189 -0.420 -0.368 0.539
C 2.688 -4.250 -0.148 0.538 0.290 -1.125
H 3.606 -3.711 -2.025 -0.559 -0.064 0.645
H 2.114 -3.928 0.718 -0.028 -0.131 -0.363
H 3.082 -5.256 -0.210 0.090 0.003 0.470
C -0.968 -2.300 1.985 0.877 0.070 0.137
P -1.500 -0.548 2.261 -2.107 -3.478 1.604
C -2.265 -0.507 3.951 0.758 0.282 -0.391
C -2.962 -0.519 1.140 0.174 -0.591 -0.815
C -3.243 0.884 0.641 -0.100 0.487 -0.028
P -1.776 1.957 0.871 -1.811 1.140 -3.846
C -1.420 2.680 -0.742 0.145 0.014 -0.199
C -2.356 3.255 2.019 -0.476 0.289 -0.604
H -1.809 -2.959 1.716 -0.134 0.673 0.176
H -0.512 -2.707 2.893 0.059 0.205 -0.085
H -0.245 -2.365 1.166 0.087 0.165 0.014
H -2.869 0.411 4.014 -0.108 -0.439 0.166
H -2.854 -1.413 4.131 0.066 0.217 0.133
H -1.412 -0.401 4.647 -0.631 -0.359 0.061
H -2.767 -1.206 0.285 0.192 0.548 0.543
H -3.834 -0.977 1.642 0.488 0.294 0.130
H -3.493 0.918 -0.425 -0.054 -0.114 0.278
H -4.061 1.364 1.197 0.140 -0.216 -0.197
H -1.770 3.719 -0.635 0.303 -0.193 -0.559
H -0.345 2.606 -0.995 -0.508 0.186 0.119
H -1.998 2.136 -1.517 0.356 0.422 0.439
H -1.923 3.216 3.037 -0.433 0.599 0.324
H -3.445 3.132 2.074 0.275 0.399 0.363
H -2.039 4.166 1.498 -0.098 0.135 0.677
```
Positions in Å, forces in eV/Å.

Energy   -42254.672 eV
Net charge   +2
2S+1   3

=====

# 6
# C2H3F3IN

A 2-piece molecular cluster, C2H3F3IN overall (ωB97M-V with the def2-TZVPD basis set, OMol25).

XYZ file:
```
10
Properties=species:S:1:pos:R:3:forces:R:3
C 0.682 -0.440 0.631 0.092 -1.458 -2.243
C 0.176 -1.328 1.732 -0.282 -0.319 0.592
N 0.028 0.741 0.486 0.009 0.242 0.130
F 0.587 -2.584 1.642 0.208 -0.100 -0.198
F 0.564 -0.880 2.945 0.124 0.192 -0.027
F -1.166 -1.342 1.765 -0.271 0.151 -0.256
I 2.785 -0.352 0.562 -0.135 0.109 0.000
H 0.363 -1.700 -0.981 0.244 1.333 1.928
H 0.357 1.355 -0.245 -0.071 -0.081 0.138
H -0.973 0.734 0.628 0.082 -0.069 -0.063
```
Positions in Å, forces in eV/Å.

Energy   -19862.854 eV
2S+1   1
Energy above the lowest of the compared OMol25 structures with the same formula, charge and spin   75.9 kcal per mole